# C3H6N2O

C3H6N2O in the gas phase (wB97M-V/def2-TZVPD, the OMol25 dataset).

Last column: Löwdin charge in e.
Geometry (Å):
C (-0.600, -0.973, -1.083)  -0.043
C (0.222, -0.727, 0.147)  -0.173
O (1.890, -0.686, 0.070)  -0.132
N (1.799, 0.565, 0.655)  0.039
C (0.495, 0.633, 0.633)  -0.420
N (-0.327, 1.701, 0.844)  0.134
H (-0.477, -0.165, -1.801)  0.087
H (-0.283, -1.909, -1.544)  0.085
H (-1.655, -1.076, -0.822)  0.084
H (0.118, -1.487, 0.920)  0.139
H (0.133, 2.582, 1.014)  0.102
H (-1.314, 1.542, 0.967)  0.098

Gap between HOMO and LUMO, eV: 8.80
HOMO level, eV: -8.04
SMILES: C[C@H]1ON=C1N
E_LUMO, eV: 0.8
ΔE to the lowest compared entry with this formula, charge and spin, eV: 3.803

# C4H24NO8S

A 8-piece molecular cluster, C4H24NO8S overall (wB97M-V/def2-TZVPD, the OMol25 dataset).

Last column: Löwdin charge in e.
Geometry (Å):
O (-0.084, 1.415, 0.105)  0.076
C (0.391, 1.178, -0.980)  -0.199
C (1.766, 0.630, -1.051)  -0.290
C (1.737, -0.922, -0.994)  -0.212
C (0.820, -1.634, -1.992)  -0.506
S (0.888, -0.703, -3.518)  0.770
N (2.673, 1.255, 0.018)  0.221
H (-0.004, 1.374, -1.948)  0.106
H (2.323, 0.748, -2.048)  0.137
H (2.725, -1.254, -0.996)  0.106
H (1.414, -1.028, -0.006)  0.075
H (-0.185, -1.862, -1.652)  0.047
H (1.333, -2.659, -2.248)  0.122
H (-0.274, -0.168, -4.023)  -0.100
H (2.977, 2.075, -0.414)  0.140
H (3.515, 0.679, 0.125)  0.169
H (2.255, 1.213, 1.007)  0.118
H (-0.020, -3.713, 0.891)  0.035
H (-1.317, -3.631, 0.158)  0.005
O (-0.543, -3.201, 0.316)  0.017
H (0.003, -1.055, 1.710)  -0.060
H (-0.401, -1.989, 2.805)  0.093
O (0.332, -1.639, 2.281)  0.008
H (-3.030, -0.716, -2.915)  0.052
H (-2.928, 0.259, -1.702)  0.073
O (-2.505, -0.620, -2.093)  -0.122
H (-0.678, 2.227, 2.391)  -0.015
H (-2.032, 2.604, 2.748)  0.092
O (-1.077, 2.997, 2.831)  -0.089
H (-1.985, 0.467, 1.435)  -0.059
H (-2.965, -0.509, 0.999)  -0.011
O (-2.776, 0.097, 1.618)  0.067
H (1.598, -0.250, 2.594)  0.081
H (2.086, 0.996, 3.186)  0.084
O (2.391, 0.409, 2.471)  -0.072
H (-3.153, 1.770, 0.144)  0.057
H (-2.586, 3.044, -0.595)  0.034
O (-2.681, 2.116, -0.660)  -0.050

Gap between HOMO and LUMO, eV: 8.95
HOMO level, eV: -12.19
Total charge: +1
E_LUMO, eV: -3.2

# C5H8O2

C5H8O2 in the gas phase (wB97M-V/def2-TZVPD, the OMol25 dataset).

Last column: Löwdin charge in e.
Geometry (Å):
O (1.424, 1.400, -1.391)  0.078
C (1.178, 1.327, -0.212)  -0.174
C (0.537, 0.131, 0.455)  -0.503
O (0.917, 0.069, 1.802)  0.014
C (-1.051, 0.259, 0.337)  -0.094
C (-0.921, -0.692, -0.857)  -0.156
C (0.477, -1.139, -0.389)  -0.083
H (1.361, 2.174, 0.488)  0.141
H (-0.002, 0.275, 2.019)  0.077
H (-1.603, -0.226, 1.171)  0.128
H (-1.493, 1.255, 0.195)  0.119
H (-0.840, -0.105, -1.770)  0.110
H (-1.689, -1.456, -0.950)  0.104
H (0.458, -2.023, 0.257)  0.124
H (1.246, -1.250, -1.155)  0.114

Gap between HOMO and LUMO, eV: 10.65
HOMO level, eV: -9.79
SMILES: O=CC1(O)CCC1
E_LUMO, eV: 0.9
ΔE to the lowest compared entry with this formula, charge and spin, eV: 1.921

# C17H54N19O9Si

A 9-piece molecular cluster, C17H54N19O9Si overall (wB97M-V/def2-TZVPD, the OMol25 dataset).

Last column: Löwdin charge in e.
Geometry (Å):
C (1.048, 1.420, -1.126)  -0.139
Si (-0.180, 0.112, -0.560)  0.456
C (-1.418, -0.196, -1.930)  -0.148
C (-1.163, 0.788, 0.918)  -0.132
O (0.567, -1.315, -0.100)  -0.207
C (1.558, -1.197, 0.911)  -0.257
C (1.106, -1.832, 2.230)  -0.111
C (1.654, -1.137, 3.485)  -0.267
C (0.730, -0.053, 4.079)  -0.117
C (1.098, 1.364, 3.705)  -0.109
N (2.596, 1.529, 3.954)  0.132
C (3.250, 0.695, 3.112)  -0.364
N (4.019, 1.165, 2.144)  0.268
N (3.077, -0.683, 3.288)  0.101
H (1.151, 1.353, -2.210)  0.012
H (0.716, 2.432, -0.907)  0.040
H (2.050, 1.279, -0.713)  0.015
H (-1.453, -1.254, -2.196)  0.033
H (-1.147, 0.339, -2.838)  0.032
H (-2.412, 0.094, -1.609)  0.006
H (-0.828, 1.771, 1.245)  0.024
H (-2.223, 0.833, 0.685)  0.029
H (-1.059, 0.101, 1.760)  0.007
H (1.883, -0.160, 1.031)  0.073
H (2.420, -1.750, 0.543)  0.121
H (1.519, -2.840, 2.250)  0.116
H (0.028, -1.945, 2.276)  0.120
H (1.714, -1.915, 4.240)  0.141
H (-0.321, -0.189, 3.839)  0.119
H (0.798, -0.130, 5.165)  0.108
H (0.963, 1.551, 2.640)  0.100
H (0.534, 2.086, 4.283)  0.133
H (2.881, 2.492, 3.791)  0.146
H (3.689, 1.958, 1.617)  0.142
H (4.915, 0.720, 1.941)  0.082
H (3.596, -0.984, 4.105)  0.146
C (-5.050, -1.088, -3.523)  -0.670
O (-4.282, -0.170, -3.251)  -0.009
N (-4.935, -1.823, -4.658)  0.161
N (-6.084, -1.445, -2.701)  0.156
H (-5.535, -2.588, -4.907)  0.069
H (-4.189, -1.582, -5.282)  0.104
H (-6.207, -0.923, -1.855)  0.091
H (-6.721, -2.189, -2.911)  0.098
C (2.020, 0.878, -5.296)  -0.693
O (1.441, 1.857, -4.853)  0.019
N (1.662, -0.398, -4.924)  0.144
N (3.044, 0.963, -6.185)  0.169
H (2.115, -1.228, -5.258)  0.098
H (0.901, -0.483, -4.276)  0.087
H (3.312, 1.881, -6.487)  0.110
H (3.503, 0.166, -6.585)  0.094
C (-0.399, 0.601, 8.285)  -0.695
O (-1.244, 0.917, 7.454)  -0.005
N (-0.721, -0.022, 9.454)  0.162
N (0.920, 0.868, 8.092)  0.159
H (-0.046, -0.277, 10.149)  0.098
H (-1.690, -0.222, 9.617)  0.107
H (1.163, 1.350, 7.250)  0.085
H (1.641, 0.650, 8.753)  0.102
C (6.823, -1.067, 0.700)  -0.650
O (6.496, -0.052, 1.313)  -0.010
N (6.181, -2.257, 0.868)  0.168
N (7.850, -1.063, -0.184)  0.172
H (6.435, -3.094, 0.379)  0.104
H (5.418, -2.286, 1.517)  0.095
H (8.338, -0.197, -0.320)  0.115
H (8.143, -1.873, -0.696)  0.106
C (0.596, 4.580, 8.446)  -0.682
O (1.465, 3.770, 8.733)  0.002
N (0.845, 5.923, 8.383)  0.148
N (-0.687, 4.206, 8.160)  0.166
H (0.149, 6.606, 8.153)  0.093
H (1.777, 6.227, 8.592)  0.101
H (-0.906, 3.224, 8.181)  0.072
H (-1.411, 4.857, 7.924)  0.096
C (-4.188, -5.314, -5.137)  -0.669
O (-4.876, -4.447, -5.655)  0.005
N (-4.305, -6.631, -5.466)  0.158
N (-3.252, -5.018, -4.187)  0.157
H (-3.752, -7.357, -5.053)  0.096
H (-4.987, -6.872, -6.161)  0.108
H (-3.157, -4.053, -3.926)  0.092
H (-2.675, -5.706, -3.743)  0.094
C (0.865, -1.074, -8.993)  -0.682
O (2.040, -0.744, -8.999)  0.012
N (0.252, -1.624, -10.083)  0.151
N (0.079, -0.922, -7.884)  0.157
H (-0.711, -1.900, -10.097)  0.093
H (0.808, -1.746, -10.908)  0.104
H (0.519, -0.514, -7.080)  0.062
H (-0.885, -1.192, -7.837)  0.092
C (-5.405, 3.645, -1.085)  -0.691
O (-5.959, 4.636, -0.648)  0.025
N (-5.766, 2.375, -0.719)  0.147
N (-4.371, 3.704, -1.977)  0.153
H (-5.316, 1.553, -1.080)  0.069
H (-6.520, 2.281, -0.065)  0.098
H (-4.071, 4.612, -2.276)  0.101
H (-3.912, 2.889, -2.340)  0.086

Gap between HOMO and LUMO, eV: 7.48
HOMO level, eV: -10.95
Total charge: +1
E_LUMO, eV: -3.5
ΔE to the lowest compared entry with this formula, charge and spin, eV: 0.000

Calculated max |F| (eV/Å), listed in the same order as above: 3.336, 5.780, 2.324, 2.082